# C20H27N4O5RhS2

C20H27N4O5RhS2 as an isolated structure (ωB97M-V/def2-TZVPD, the OMol25 dataset).

## Properties
**Total energy**: -2279.83252 Ha
**ΔE to the lowest compared entry with this formula, charge and spin**: 23.06 kJ/mol
**Charge**: +2
**Max |F|**: 0.010 hartree/bohr
**Gap between HOMO and LUMO**: 6.640 eV

Element x y z (Å)
Rh: -0.63732 -1.67184 0.09143
C: -2.94562 -1.43843 2.29476
C: -1.64571 -1.90405 2.86224
C: -1.54609 -2.17552 4.23673
C: -0.37516 -2.62186 4.77940
C: 0.73799 -2.85138 3.95027
C: 1.97934 -3.34931 4.41279
C: 3.00520 -3.57734 3.53987
C: 2.84383 -3.33511 2.16167
C: 1.64609 -2.86493 1.69117
S: 1.28392 -2.63912 -0.01749
C: 0.58812 -2.59405 2.57497
N: -0.59043 -2.09675 2.05950
H: -3.62636 -1.16310 3.09639
H: -3.41722 -2.22937 1.71034
H: -2.81479 -0.56966 1.66038
H: -2.41823 -2.01207 4.85323
H: -0.30083 -2.81634 5.84250
H: 2.09944 -3.55462 5.46872
H: 3.95124 -3.95890 3.89787
H: 3.65943 -3.53988 1.47967
C: 0.82396 2.35994 -5.31336
C: 1.72728 2.71086 -4.13853
S: 0.84222 2.46941 -2.61298
O: 0.78056 1.04366 -2.32258
O: -0.39965 3.19752 -2.62292
C: 1.87790 3.20276 -1.33061
C: 1.03513 3.47024 -0.08064
N: 0.09295 2.37553 0.21116
C: 0.44584 1.09782 0.41938
N: -0.63024 0.31637 0.30559
C: -1.70513 1.11509 0.00005
C: -1.26237 2.38612 -0.05928
N: -2.09846 3.54520 -0.29958
O: -3.19489 3.29458 -0.73878
O: -1.65979 4.63501 -0.00795
C: 1.83138 0.65497 0.69370
H: 1.37863 2.50433 -6.23845
H: -0.05447 3.00136 -5.33519
H: 0.50657 1.31894 -5.26993
H: 2.03428 3.75743 -4.15706
H: 2.60813 2.07134 -4.07865
H: 2.25921 4.16244 -1.67852
H: 2.71229 2.51789 -1.18841
H: 0.42014 4.34679 -0.24341
H: 1.66812 3.66012 0.78462
H: -2.70905 0.75902 -0.14534
H: 2.43929 1.48221 1.05249
H: 2.27486 0.24895 -0.21726
H: 1.82789 -0.11993 1.45815
C: -1.06415 -1.53361 -2.51172
C: -2.53925 -1.38431 -2.17898
O: -2.82209 -2.00923 -0.90176
H: -0.76321 -0.94232 -3.37642
H: -0.77995 -2.57366 -2.66473
H: -0.38238 -1.07706 -1.73696
H: -3.16259 -1.82653 -2.95470
H: -2.81734 -0.33729 -2.08924
H: -3.01846 -2.93837 -1.07760